1.
ORCA calculation (ωB97M-V/def2-TZVPD) on the ion C7H7N4O with charge +1 in a non-equilibrium geometry.

The geometry in XYZ format:
```
19
C7H7N4O ωB97M-V/def2-TZVPD
C 0.91 1.48 0.00
C 0.62 0.11 0.00
C -0.19 2.40 0.00
C -1.41 1.85 0.00
C 1.81 -1.92 0.00
C -1.74 0.38 0.00
C -0.58 -1.95 0.00
N 2.80 0.39 0.00
N 0.72 -2.53 0.00
N 1.83 -0.50 0.00
N -0.55 -0.47 0.00
O 2.23 1.57 0.00
H -0.02 3.46 0.00
H -2.28 2.49 0.00
H 2.76 -2.43 0.00
H -2.35 0.15 0.88
H -2.35 0.15 -0.88
H -1.11 -2.32 -0.89
H -1.11 -2.32 0.89
```

Output
Structure (SMILES)   C1=Cc2on[n+]3c2N(C1)CN=C3
HOMO energy (spin up / spin down)   -12.5217 / -12.5216 eV
Charge   +1
Multiplicity   1
Orbital gap (spin up / spin down)   7.38 / 7.39 eV

Results of the Löwdin charge analysis, in e, for atoms 1 through 6: -0.118 -0.152 0.031 0.001 -0.041 -0.089

2.
ORCA calculation (ωB97M-V/def2-TZVPD) on the ion C7H7NO4 with charge -2 in a non-equilibrium geometry.

The geometry in XYZ format:
```
19
C7H7NO4 ωB97M-V/def2-TZVPD
C 0.83 0.02 0.74
C 1.46 1.23 0.63
C 0.38 -0.91 2.09
C 0.26 -1.54 -1.28
C 1.22 1.71 -0.86
C 0.02 0.98 -1.29
C -0.76 -1.89 1.85
N 0.10 -0.30 -0.50
O 0.95 -0.89 3.22
O -0.33 -1.55 -2.36
O 2.11 1.89 1.48
O 0.97 -2.42 -0.84
H 1.06 2.87 -0.99
H 2.15 1.55 -1.38
H -0.92 1.62 -0.99
H 0.07 0.63 -2.26
H -1.01 -1.88 0.90
H -1.63 -1.59 2.56
H -0.45 -2.88 2.26
```

Output
Structure (SMILES)   CC(=O)C1=C([O-])CCN1C(=O)[O-]
HOMO energy   1.0353 eV
Charge   -2
Multiplicity   1
Orbital gap   5.59 eV

Results of the Löwdin charge analysis, in e, for atoms 1 through 6: -0.071 -0.484 -0.321 -0.831 -0.157 -0.220

3.
ORCA calculation (ωB97M-V/def2-TZVPD) on a structure of composition C7H7NO5Pm in a non-equilibrium geometry.

The geometry in XYZ format:
```
21
C7H7NO5Pm ωB97M-V/def2-TZVPD
O -0.17 -2.46 -1.24
C 0.24 -1.63 -0.53
Pm 1.17 -0.19 1.07
O -3.76 -0.15 -2.53
C -2.69 -0.10 -2.12
C 2.47 -0.15 -1.01
O 3.13 -0.17 -1.95
C 0.33 1.41 -0.50
O -0.20 2.33 -0.99
C -0.16 -1.45 4.91
N -0.98 -0.24 4.75
C -1.86 0.31 5.78
C -0.92 0.42 3.60
O -0.21 0.00 2.64
H -0.24 -1.79 5.95
H 0.91 -1.27 4.69
H -0.49 -2.28 4.28
H -1.59 1.37 5.91
H -2.90 0.25 5.43
H -1.72 -0.26 6.71
H -1.47 1.35 3.46
```

Output
HOMO energy (spin up / spin down)   -21.2049 / -21.2176 eV
Charge   +3
Multiplicity   5
Orbital gap (spin up / spin down)   6.58 / 6.79 eV

Results of the Löwdin charge analysis, in e, for atoms 1 through 6: 0.257 -0.040 1.815 0.081 0.012 -0.050

4.
ORCA calculation (ωB97M-V/def2-TZVPD) on the ion C7H7NO6S with charge -2 in a non-equilibrium geometry.

The geometry in XYZ format:
```
22
C7H7NO6S ωB97M-V/def2-TZVPD
C 0.45 0.78 -2.01
C 0.82 1.62 -0.98
C -0.12 -0.51 -1.86
C -1.19 1.49 0.47
C 0.31 -1.31 -0.61
C 0.21 1.71 0.26
C -0.50 -1.24 0.63
N -0.74 -1.08 -2.85
O -1.60 1.49 1.78
O 0.04 -0.06 3.08
O -2.06 1.50 -0.40
O 0.64 -2.38 2.60
O 1.95 -0.57 1.64
O -1.65 -1.52 0.82
S 0.62 -1.00 2.09
H 0.68 1.05 -3.04
H 1.65 2.30 -1.17
H 0.34 -2.37 -0.91
H 1.31 -0.99 -0.32
H 0.75 2.13 1.09
H -0.98 -2.05 -2.65
H -0.93 1.00 2.34
```

Output
Structure (SMILES)   [H]/N=C(/C=C\C=C(/[O-])O)CC(=O)S(=O)(=O)[O-]
HOMO energy   0.1581 eV
Charge   -2
Multiplicity   1
Orbital gap   5.86 eV

Results of the Löwdin charge analysis, in e, for atoms 1 through 6: -0.136 -0.155 -0.428 -0.612 -0.106 -0.097

The highest charge belongs to which entry? C7H7NO5Pm